This record from the Open Molecules 2025 dataset describes C54H43Co2O7P2 as an isolated structure in a non-equilibrium geometry. The level of theory is the ωB97M-V functional and the def2-TZVPD basis.

XYZ file:
```
108
Properties=species:S:1:pos:R:3:forces:R:3
H 3.9623 1.3474 5.1764 -0.18 0.15 -0.14
C -0.7563 -1.5737 -1.9291 0.16 2.64 -0.67
C 2.3760 1.4879 3.7116 0.04 0.15 0.05
O 0.3752 4.6606 -1.7769 -0.36 0.83 -1.04
C 0.8029 -4.1555 -4.2695 0.31 -0.18 -0.10
H 5.4735 -2.9209 -0.1085 -0.27 -0.07 -0.20
C 1.8944 9.1215 2.9468 1.11 1.06 0.00
H 2.2405 0.4090 3.6237 0.07 0.26 0.04
H -0.0026 4.0802 -4.2692 0.02 0.03 0.01
H -1.6394 -6.1138 -3.2655 0.30 -0.20 0.28
P 0.4422 -4.3084 -2.4733 0.15 -0.31 -0.28
C 0.5536 4.0265 0.5006 0.43 1.30 -1.18
C -2.7019 -3.3154 -0.1833 -2.98 -0.27 -1.80
H -4.6582 4.1102 4.0298 0.22 0.02 -0.01
C 0.1491 -5.0263 0.7870 2.00 -0.90 0.08
C 1.0082 -2.8584 -4.7657 -0.05 -0.14 -0.40
C 0.9877 -8.2706 -1.3861 -0.05 0.01 -0.15
C -0.1749 -8.8652 -1.8787 0.04 0.11 0.13
C 3.3500 -2.5409 -0.1876 0.05 -0.10 -0.06
C 1.1143 -3.7340 -7.0217 -0.05 -0.09 0.12
H -0.4744 4.9164 4.7906 -0.27 -0.04 -0.20
C 0.5923 8.6919 3.2133 -1.42 -1.44 -0.10
H 1.7129 -8.8587 -0.8254 -0.12 0.05 -0.18
H -1.3505 5.4688 -2.5937 0.30 0.24 0.05
Co -1.2323 -3.9368 0.5963 3.70 0.96 2.65
H -0.3476 -9.9329 -1.7355 0.02 0.27 0.03
H 3.8352 8.5651 2.1802 -0.18 -0.13 0.01
H -0.8104 7.0641 3.1166 0.20 0.19 -0.11
C -3.3736 4.0952 2.3039 0.23 0.09 0.21
C 1.1549 -2.6500 -6.1396 0.06 -0.17 0.28
C -4.6853 -0.3779 2.9459 0.04 0.24 -0.09
C 0.0814 4.9875 -0.4888 -0.07 -0.19 1.72
C 3.2686 -4.4708 -2.2126 0.16 0.32 0.49
C -2.8464 -0.3885 0.8388 -0.43 -0.15 -0.04
H 1.2702 3.2663 0.2058 -0.11 0.11 0.01
C 4.4840 -4.1311 -1.6075 -0.19 -0.10 -0.17
C 1.7266 3.7335 3.0705 0.39 -0.64 0.08
O -0.5681 6.0185 -0.2224 0.51 -1.08 -0.44
H -0.5194 5.6717 -4.8408 -0.04 0.02 -0.01
H -0.1305 9.3658 3.6730 0.09 -0.12 -0.11
C -2.6040 4.5315 4.5678 0.06 -0.05 -0.15
H 3.1801 6.2195 1.6924 -0.18 0.23 -0.03
C -3.8196 -2.5650 0.0473 0.44 -0.99 -0.41
H -4.7826 -3.0074 -0.2472 0.27 0.40 -0.13
H 3.2396 -5.1982 -3.0261 0.03 0.17 0.20
C 2.8146 8.2338 2.3801 -0.22 -1.00 -0.18
C -3.6664 0.5853 2.8966 0.09 -0.20 0.05
C -2.0687 4.2527 1.8415 -0.14 0.08 0.26
C 0.1224 5.1547 -4.1248 0.17 -0.09 -0.13
C -3.8132 -1.4120 0.9272 -0.29 0.33 0.51
H 1.2992 -1.6382 -6.5184 -0.02 -0.24 0.08
C -3.6383 4.2404 3.6679 0.12 0.05 -0.01
C -0.2619 5.5653 -2.7238 0.09 -0.38 0.30
C 1.1227 6.4825 2.3427 -1.20 -2.46 0.21
H -5.5447 -2.1238 1.9829 0.20 0.21 0.13
H 0.9033 -5.8791 -7.2059 0.04 0.20 0.10
C 2.4381 6.9193 2.0854 1.71 0.97 -0.25
C -2.1672 -4.4548 -0.8380 -3.59 -0.53 -1.21
C -1.2951 4.6917 4.1037 -0.41 -0.04 -0.31
H 1.0415 -2.0106 -4.0752 -0.08 -0.27 -0.23
H 4.2280 3.8163 5.3888 -0.17 -0.12 -0.17
H 2.7963 5.3435 4.0614 -0.12 -0.27 -0.15
O -2.3417 -4.9173 3.1113 0.61 0.54 -1.30
C 2.0757 -3.8846 -1.7563 0.43 -0.05 -0.20
C 3.3332 2.0160 4.5861 -0.16 0.05 -0.17
H -2.2186 -0.3378 -0.0548 -0.02 -0.14 0.49
C -0.6333 -2.3793 1.1859 1.74 1.93 1.48
H 0.8374 1.9327 2.2547 0.22 0.13 0.21
H 1.2087 -2.4094 -0.4405 0.45 -0.29 -0.22
H 3.3718 -1.7668 0.5810 0.00 -0.22 -0.19
H 2.1866 10.1461 3.1808 0.00 -0.21 -0.08
O 1.0609 -5.6817 1.0674 -1.21 0.66 -0.21
H -2.8103 4.6287 5.6349 -0.02 -0.05 -0.27
C 0.7977 -5.2434 -5.1526 0.01 0.40 -0.19
P 0.6360 4.7595 2.0693 0.12 1.82 -0.30
H 1.1534 5.4280 -4.3622 0.00 -0.13 0.09
H -2.0425 -8.5335 -2.9266 0.25 0.06 0.09
O -0.4243 -0.4540 -1.9337 -0.35 -1.92 0.16
C -0.8936 -6.7216 -2.7410 0.00 -0.33 0.15
H 0.0429 6.6075 -2.5351 -0.22 -0.42 0.15
C -2.3143 -3.5333 -3.3155 -1.15 0.49 -0.36
C -1.9279 -4.5331 2.1010 -1.36 -0.78 1.58
C -1.0387 4.5751 2.7306 -0.27 -0.12 0.57
C 2.6855 4.2640 3.9518 -0.23 -0.29 0.05
H 1.2246 -3.5697 -8.0942 -0.05 -0.03 0.25
C 3.4858 3.4016 4.7051 -0.18 -0.11 -0.17
H -4.1624 3.8432 1.5916 0.17 0.06 0.32
C 0.2872 -6.1280 -2.2676 0.31 -0.11 -0.06
C 0.2054 7.3900 2.8967 -0.37 1.60 0.64
H -3.5903 1.3370 3.6841 0.02 -0.18 -0.25
C -1.1203 -8.0888 -2.5505 0.16 0.36 -0.13
C 1.5789 2.3428 2.9445 0.33 -0.03 0.42
H -2.6792 -5.3689 -1.0945 -0.01 -0.30 0.23
H 5.4023 -4.6186 -1.9380 -0.19 0.15 0.07
Co -1.3142 -3.2373 -1.9408 1.47 0.25 0.63
C 4.5251 -3.1759 -0.5878 -0.15 0.00 -0.03
C 2.1318 -2.8995 -0.7673 0.05 0.06 0.07
O -2.9809 -3.7689 -4.2377 0.67 -0.07 0.50
C -4.7698 -1.3533 1.9639 0.36 0.11 -0.18
H -1.9470 1.3183 1.8071 -0.33 -0.14 -0.06
C -2.7466 0.5734 1.8410 -0.27 0.04 0.16
H 2.1763 -6.4739 -1.2850 -0.32 -0.12 0.15
C 1.2348 -6.9143 -1.6045 -0.29 -0.24 -0.31
H -5.4117 -0.3728 3.7610 0.19 0.08 -0.17
C 0.9355 -5.0272 -6.5269 0.07 0.17 0.12
H 0.6827 -6.2569 -4.7709 -0.03 0.25 -0.11
O -0.1707 -1.4394 1.6895 -0.95 -1.69 -1.15
H -1.8307 4.1198 0.7889 -0.08 0.04 0.30
```
Forces are in eV/Å.

* charge: -2
* DFT total energy: -6058.37739 hartree
* Kohn-Sham gap (alpha / beta): 0.0967 / 0.1960 Eh
* spin multiplicity: 2
* HOMO (alpha / beta): 1.115 / -1.586 eV

Results of the Löwdin charge analysis, in e, for atoms 1 through 99: atom 1 (H): 0.0903, atom 2 (C): -0.1996, atom 3 (C): -0.0895, atom 4 (O): -0.0413, atom 5 (C): -0.3165, atom 6 (H): 0.0975, atom 7 (C): -0.1981, atom 8 (H): 0.0972, atom 9 (H): 0.0740, atom 10 (H): 0.1002, atom 11 (P): 1.0363, atom 12 (C): -0.1979, atom 13 (C): -0.3389, atom 14 (H): 0.0934, atom 15 (C): -0.1485, atom 16 (C): -0.0804, atom 17 (C): -0.0884, atom 18 (C): -0.1053, atom 19 (C): -0.0658, atom 20 (C): -0.1104, atom 21 (H): 0.1123, atom 22 (C): -0.1598, atom 23 (H): 0.0982, atom 24 (H): 0.1204, atom 25 (Co): 0.0717, atom 26 (H): 0.0922, atom 27 (H): 0.0789, atom 28 (H): 0.0863, atom 29 (C): -0.0885, atom 30 (C): -0.0862, atom 31 (C): -0.1131, atom 32 (C): -0.6103, atom 33 (C): -0.0995, atom 34 (C): -0.0519, atom 35 (H): 0.0550, atom 36 (C): -0.0936, atom 37 (C): -0.2825, atom 38 (O): -0.0176, atom 39 (H): 0.0653, atom 40 (H): 0.0746, atom 41 (C): -0.0989, atom 42 (H): 0.0882, atom 43 (C): -0.0981, atom 44 (H): 0.1034, atom 45 (H): 0.1090, atom 46 (C): -0.1576, atom 47 (C): -0.1049, atom 48 (C): -0.0730, atom 49 (C): -0.0938, atom 50 (C): -0.2459, atom 51 (H): 0.0998, atom 52 (C): -0.1160, atom 53 (C): -0.2453, atom 54 (C): -0.3600, atom 55 (H): 0.1016, atom 56 (H): 0.0936, atom 57 (C): -0.1680, atom 58 (C): -0.3176, atom 59 (C): -0.0882, atom 60 (H): 0.1037, atom 61 (H): 0.0927, atom 62 (H): 0.0974, atom 63 (O): 0.1205, atom 64 (C): -0.3248, atom 65 (C): -0.1106, atom 66 (H): 0.0964, atom 67 (C): -0.1258, atom 68 (H): 0.1026, atom 69 (H): 0.0577, atom 70 (H): 0.1078, atom 71 (H): 0.0597, atom 72 (O): 0.1065, atom 73 (H): 0.0914, atom 74 (C): -0.0828, atom 75 (P): 0.9979, atom 76 (H): 0.0683, atom 77 (H): 0.0986, atom 78 (O): 0.0686, atom 79 (C): -0.1096, atom 80 (H): 0.1209, atom 81 (C): -0.2110, atom 82 (C): -0.1103, atom 83 (C): -0.2882, atom 84 (C): -0.0741, atom 85 (H): 0.0915, atom 86 (C): -0.1020, atom 87 (H): 0.1068, atom 88 (C): -0.3308, atom 89 (C): -0.1317, atom 90 (H): 0.0841, atom 91 (C): -0.0855, atom 92 (C): -0.0781, atom 93 (H): 0.0684, atom 94 (H): 0.0941, atom 95 (Co): -0.0753, atom 96 (C): -0.0955, atom 97 (C): -0.0886, atom 98 (O): 0.0638, atom 99 (C): -0.0632